[1]
{
  "formula": "C2H9N4",
  "method": "ωB97M-V with the def2-TZVPD basis set",
  "species": ["C", "C", "N", "N", "N", "N", "H", "H", "H", "H", "H", "H", "H", "H", "H"],
  "positions_angstrom": [[1.6736, -0.1396, 0.3556], [-1.8553, 0.8545, -0.3468], [0.6747, -0.3214, -0.3766], [2.6311, 0.6323, -0.0390], [-2.0169, -0.2049, 0.5180], [-0.2659, -1.1784, 0.0854], [1.9509, -0.7262, 1.2886], [-1.9438, 0.7166, -1.4665], [-2.7163, 1.6192, 0.0722], [-0.7879, 1.3031, -0.2323], [3.4255, 0.7049, 0.5643], [2.5828, 1.2129, -0.7845], [-2.6535, -0.8368, 0.1889], [-0.6952, -1.6826, -0.6863], [-0.0038, -1.9537, 0.8590]],
  "lowdin_charge": [-0.26, -0.22, -0.02, 0.19, 0.10, 0.04, 0.18, 0.10, 0.18, 0.10, 0.13, 0.09, 0.04, 0.14, 0.22],
  "de_lowest_kcal_mol": 125.51,
  "gap_ev": [8.16, 8.16],
  "homo_ev": [-13.598, -13.599],
  "spin_multiplicity": 1,
  "total_charge": 1
}

---

[2]
{
  "formula": "C4H2NO2",
  "method": "ωB97M-V with the def2-TZVPD basis set",
  "species": ["C", "C", "C", "C", "N", "O", "O", "H", "H"],
  "positions_angstrom": [[1.2490, -0.0651, -0.7932], [1.7544, 1.0307, -0.4040], [-0.9644, 0.1471, -0.0285], [-2.1349, 0.6822, 0.2641], [-0.0320, -0.6400, -0.3294], [-2.9705, 0.8182, -0.6621], [2.2312, 2.0071, 0.0834], [1.5811, -0.4922, -1.7895], [-2.4416, 1.0957, 1.3679]],
  "lowdin_charge": [-0.20, -0.26, -0.17, -0.49, 0.00, -0.21, 0.09, 0.11, 0.11],
  "de_lowest_kcal_mol": 31.05,
  "gap_ev": 5.92,
  "homo_ev": -2.133,
  "spin_multiplicity": 1,
  "total_charge": -1
}

---

[3]
{
  "formula": "C25H29FN3O13P2",
  "method": "ωB97M-V with the def2-TZVPD basis set",
  "species": ["C", "C", "C", "N", "C", "C", "C", "F", "C", "P", "N", "O", "C", "P", "O", "O", "N", "C", "C", "O", "C", "O", "C", "C", "H", "H", "H", "H", "H", "H", "H", "H", "H", "H", "H", "H", "H", "H", "H", "H", "H", "H", "H", "H", "H", "C", "C", "C", "O", "C", "C", "C", "O", "O", "O", "H", "H", "H", "H", "C", "C", "C", "O", "C", "C", "C", "O", "O", "O", "H", "H", "H", "H"],
  "positions_angstrom": [[-0.9340, 0.9719, 0.0064], [0.1254, 0.5591, -0.3916], [1.1041, -0.3400, -0.9369], [1.1438, -0.8526, -2.1981], [0.0559, -0.3637, -3.0803], [-0.1292, -1.0254, -4.4621], [0.7348, -0.2298, -5.4867], [0.1871, 1.0604, -5.6174], [2.2331, -1.6769, -2.3318], [2.6975, -2.5571, -3.9039], [2.9697, -4.2325, -3.5534], [4.1663, -1.8885, -4.3422], [2.9232, -1.6997, -1.0883], [4.4734, -2.5572, -0.4965], [5.5744, -1.3557, -0.1537], [5.0572, -3.5533, -1.6923], [2.1681, -0.8481, -0.3235], [2.5434, -0.5128, 1.0568], [3.4049, 0.8016, 1.0719], [2.9149, 1.7723, 0.1484], [3.5428, 1.7451, -1.0586], [4.3304, 0.9096, -1.4217], [3.1356, 2.8727, -2.0396], [3.0586, 2.3527, -3.5199], [-1.9463, 1.2534, 0.3522], [0.1757, 0.7298, -3.2020], [-0.8928, -0.4885, -2.5228], [0.0702, -2.1024, -4.5104], [-1.1740, -0.8270, -4.7748], [0.6909, -0.7032, -6.4812], [1.7750, -0.0896, -5.1423], [2.5926, -4.7395, -4.3550], [3.9789, -4.3917, -3.6211], [4.7074, -1.8088, -3.5395], [5.8893, -0.9508, -0.9846], [5.8903, -3.1685, -2.0236], [3.0242, -1.3391, 1.6035], [1.6056, -0.2657, 1.5933], [4.4853, 0.5995, 1.0031], [3.2500, 1.2316, 2.0814], [2.0944, 3.1309, -1.7582], [3.8082, 3.7401, -1.9785], [3.7819, 2.8959, -4.1535], [2.0629, 2.5896, -3.9464], [3.1916, 1.2613, -3.6024], [-4.1425, 4.1172, 4.1796], [-3.6008, 3.0249, 3.6281], [-4.1343, 2.4442, 2.3539], [-3.5903, 1.4536, 1.8829], [-5.2822, 3.0818, 1.7339], [-5.8291, 4.1746, 2.2858], [-5.2814, 4.7743, 3.5466], [-5.8011, 5.7748, 3.9958], [-6.8821, 4.7817, 1.7454], [-2.5573, 2.3946, 4.1813], [-3.7661, 4.5475, 5.0971], [-5.6667, 2.6410, 0.8247], [-7.0808, 5.5393, 2.3299], [-2.3572, 1.6387, 3.5902], [-1.4782, -2.3754, 3.7348], [-1.9655, -3.6041, 3.5215], [-3.4303, -3.8995, 3.6468], [-3.8228, -5.0266, 3.4237], [-4.3184, -2.8100, 4.0379], [-3.8286, -1.5840, 4.2540], [-2.3698, -1.2852, 4.1012], [-1.9786, -0.1452, 4.2909], [-4.6138, -0.5635, 4.6171], [-1.1774, -4.6264, 3.1861], [-0.4248, -2.1489, 3.6458], [-5.3698, -3.0382, 4.1426], [-4.0222, 0.2065, 4.7109], [-1.7709, -5.3968, 3.0893]],
  "lowdin_charge": [0.22, -0.01, -0.20, 0.03, -0.11, -0.16, -0.20, -0.07, -0.25, 0.89, -0.17, -0.28, -0.26, 0.91, -0.27, -0.28, -0.02, -0.06, -0.12, 0.01, -0.46, 0.09, -0.10, -0.08, 0.06, 0.13, 0.13, 0.08, 0.13, 0.13, 0.09, 0.03, 0.03, 0.02, 0.06, 0.07, 0.13, 0.13, 0.12, 0.14, 0.11, 0.13, 0.08, 0.07, 0.05, 0.08, -0.23, -0.31, 0.06, 0.07, -0.23, -0.31, 0.13, 0.13, 0.09, 0.14, 0.14, 0.13, 0.08, 0.07, -0.23, -0.31, 0.13, 0.09, -0.22, -0.29, 0.08, 0.12, 0.12, 0.13, 0.14, 0.11, 0.13],
  "gap_ev": 8.00,
  "homo_ev": -11.518,
  "spin_multiplicity": 1,
  "total_charge": 1
}

---

[4]
{
  "formula": "C18H28N4O8SV",
  "method": "ωB97M-V with the def2-TZVPD basis set",
  "species": ["V", "N", "C", "C", "O", "O", "H", "H", "H", "H", "C", "C", "C", "C", "N", "C", "S", "N", "C", "C", "C", "C", "H", "H", "H", "H", "H", "H", "H", "H", "H", "H", "H", "H", "H", "H", "H", "H", "H", "H", "H", "H", "O", "O", "O", "C", "O", "C", "C", "C", "C", "C", "C", "N", "O", "O", "H", "H", "H", "H"],
  "positions_angstrom": [[1.0762, -1.1406, -0.6837], [2.7898, -0.1311, -1.5391], [2.2440, 0.9800, -2.2677], [0.8437, 0.6622, -2.8944], [0.5379, 1.4125, -3.7906], [0.2033, -0.3066, -2.3598], [3.3089, 0.1091, -0.6277], [3.4231, -0.7132, -2.0630], [2.8717, 1.4046, -3.0740], [2.1292, 1.7897, -1.5665], [-5.3394, 1.3121, 4.3723], [-4.6752, 2.6140, 4.0237], [-3.1818, 2.4347, 3.6977], [-3.1139, 1.8559, 2.2569], [-1.7623, 1.8070, 1.7764], [-1.2098, 1.1621, 0.7298], [0.5113, 0.8957, 0.8740], [-1.9696, 0.8222, -0.2736], [-3.2590, 1.2723, -0.7594], [-3.4427, 2.7789, -0.8685], [-2.9180, 3.4816, -2.1240], [-1.4399, 3.5800, -2.2480], [-6.3031, 1.5266, 4.7506], [-4.7125, 0.7427, 5.0651], [-5.5265, 0.8135, 3.3950], [-4.6169, 3.2083, 4.9291], [-5.3256, 3.1166, 3.2474], [-2.8250, 1.7290, 4.4353], [-2.5637, 3.3834, 3.6738], [-3.7207, 2.4938, 1.6520], [-3.5408, 0.8528, 2.2108], [-1.1107, 2.1501, 2.5188], [-1.4536, 0.3532, -1.0633], [-4.0950, 0.8715, -0.1398], [-3.3592, 0.7170, -1.7064], [-3.0027, 3.3252, 0.0002], [-4.5543, 3.0215, -0.6810], [-3.3258, 4.4252, -2.0835], [-3.4052, 3.0436, -3.0377], [-1.0871, 3.6395, -1.1927], [-1.1370, 4.4275, -2.8629], [-0.9944, 2.7184, -2.7907], [-0.6035, -2.1824, -0.4964], [0.0975, -2.1134, 0.6146], [2.7167, -2.0797, 0.2504], [2.7634, -2.8657, -0.7733], [1.7915, -2.9358, -1.6389], [3.9960, -3.7193, -0.9952], [4.1072, -4.6437, -2.0611], [5.1355, -5.5803, -2.1685], [6.0248, -5.5971, -1.1421], [5.9340, -4.7124, -0.0723], [4.9292, -3.7760, 0.0047], [7.0568, -4.7058, 0.9282], [6.7365, -4.3553, 2.0602], [8.1495, -5.1001, 0.5543], [3.3212, -4.5853, -2.8420], [5.1477, -6.2541, -2.9908], [6.9334, -6.1892, -1.0719], [4.7947, -3.2469, 0.9295]],
  "lowdin_charge": [0.81, -0.05, -0.17, -0.65, 0.05, -0.12, 0.15, 0.11, 0.13, 0.10, -0.12, -0.29, -0.17, -0.22, -0.01, -0.74, 0.71, 0.05, -0.17, -0.21, -0.28, -0.09, 0.06, 0.09, 0.08, 0.10, 0.13, 0.11, 0.13, 0.08, 0.13, 0.13, 0.13, 0.12, 0.14, 0.10, 0.14, 0.07, 0.13, 0.09, 0.08, 0.06, -0.15, -0.22, -0.09, -0.52, -0.04, -0.11, 0.02, -0.04, -0.01, -0.11, 0.05, -0.33, 0.08, 0.08, 0.13, 0.11, 0.12, 0.13],
  "de_lowest_kcal_mol": 3.45,
  "gap_ev": [8.36, 8.31],
  "homo_ev": [-8.822, -9.074],
  "spin_multiplicity": 4
}

---

[5]
{
  "formula": "C6H11N",
  "method": "ωB97M-V with the def2-TZVPD basis set",
  "species": ["C", "C", "C", "C", "C", "C", "N", "H", "H", "H", "H", "H", "H", "H", "H", "H", "H", "H"],
  "positions_angstrom": [[-2.1542, 0.4651, 0.1637], [-1.0559, -0.4774, 0.7152], [0.1764, -0.3822, -0.1327], [1.4374, -0.3865, 0.3104], [2.5606, 0.0811, -0.5166], [3.5762, 0.7847, -0.0194], [-3.0643, -0.2206, -0.7600], [-1.6738, 1.2759, -0.3855], [-2.7475, 0.8919, 0.9746], [-1.4701, -1.4850, 0.5797], [-0.8686, -0.2750, 1.7657], [0.0396, -0.3430, -1.2109], [1.6787, -0.7184, 1.3206], [2.4747, -0.1042, -1.5828], [3.4893, 1.0897, 1.0117], [4.4354, 1.0234, -0.6322], [-2.7967, -1.1512, -1.0243], [-4.0373, -0.0682, -0.5773]],
  "lowdin_charge": [-0.28, -0.19, -0.12, -0.13, -0.20, -0.01, -0.02, 0.10, 0.10, 0.11, 0.11, 0.12, 0.11, 0.10, 0.05, 0.05, 0.05, 0.05],
  "de_lowest_kcal_mol": 42.52,
  "smiles": "C=C/C=C/CCN",
  "gap_ev": 9.79,
  "homo_ev": -8.568,
  "spin_multiplicity": 1
}

---

[6]
{
  "formula": "C2H2Cl2N",
  "method": "ωB97M-V with the def2-TZVPD basis set",
  "species": ["C", "C", "N", "Cl", "Cl", "H", "H"],
  "positions_angstrom": [[-1.1992, -0.7893, -0.3898], [1.0366, -0.2807, 0.5503], [-0.1274, -0.5005, 0.3018], [-2.5003, -1.7146, 0.0903], [2.5355, -1.6442, -0.0076], [-1.2318, -0.2706, -1.3434], [1.7050, 0.5183, 1.1391]],
  "lowdin_charge": [-0.45, -0.18, 0.04, 0.90, 0.40, 0.13, 0.17],
  "de_lowest_kcal_mol": 31.14,
  "smiles": "ClC=[N+]=CCl",
  "gap_ev": 8.81,
  "homo_ev": -16.068,
  "spin_multiplicity": 1,
  "total_charge": 1
}